[1]
DFT (ωB97M-V/def2-TZVPD) results for a structure of composition C28H56O14.

Values from the calculation:
- HOMO energy (eV) = -9.751
- orbital gap (eV) = 10.091
- multiplicity = 1

Geometry (Å):
O  5.7608  -1.0882  -0.3312
C  4.5970  -0.7151  -0.4246
O  4.1530  0.4763  -0.9702
C  5.0483  1.5145  -1.2513
C  4.2122  2.3326  -2.3048
C  3.4809  -1.6942  -0.1612
H  6.0204  0.9375  -1.6447
H  5.3801  1.9691  -0.3615
H  3.2775  2.5956  -1.8491
H  3.9130  1.6917  -3.2921
H  4.8267  2.9126  -2.6827
H  3.0309  -1.7587  -1.1270
H  2.7894  -1.4413  0.5659
H  3.9445  -2.5662  0.0884
O  1.8277  5.6770  2.7000
C  2.7350  6.0739  1.8787
O  3.5400  6.9771  2.1519
C  3.4212  7.7003  3.4170
C  4.5022  8.8080  3.4438
C  2.9224  5.4016  0.6403
H  3.7363  6.9356  4.1820
H  2.4359  8.1044  3.5600
H  5.4440  8.1634  3.2672
H  4.3667  9.5710  4.2186
H  4.5793  9.3374  2.3900
H  3.7779  5.8574  0.1492
H  2.0740  5.4979  -0.0573
H  3.1626  4.3387  0.9278
O  -5.2398  0.3635  1.8560
C  -4.5563  0.4637  2.7842
O  -3.3218  1.1236  2.8689
C  -2.9637  2.0350  1.8204
C  -1.9943  3.0029  2.4599
C  -4.7963  -0.1644  4.0939
H  -3.7464  2.3672  1.1145
H  -2.3236  1.2058  1.1534
H  -1.2993  2.3487  2.9377
H  -2.5016  3.5456  3.2315
H  -1.3312  3.6271  1.9329
H  -4.5082  -1.1597  4.0521
H  -5.7156  -0.1400  4.2578
H  -4.2801  0.3351  4.9785
O  -3.5180  -2.1752  -5.4114
C  -3.8790  -1.1334  -5.9826
O  -3.1747  0.0266  -5.8983
C  -1.9431  0.2715  -5.1520
C  -0.7306  -0.2955  -5.8689
C  -4.9563  -1.1813  -7.0746
H  -2.1776  -0.3756  -4.3051
H  -1.7799  1.6061  -5.1028
H  0.1974  -0.2133  -5.3759
H  -0.4678  0.1412  -6.7124
H  -0.6852  -1.3925  -6.1164
H  -5.6997  -0.3924  -6.8408
H  -5.4413  -2.2293  -7.0991
H  -4.6265  -0.9460  -8.1536
O  -0.0320  -7.0413  -3.6204
C  -0.1078  -5.8473  -3.2532
O  -0.2993  -5.5369  -1.9731
C  -0.4059  -6.4590  -0.9554
C  -0.7695  -5.6419  0.3124
C  -0.2017  -4.7363  -4.2465
H  0.5638  -7.0349  -0.8952
H  -0.8275  -7.3828  -0.9506
H  -1.6843  -5.0087  0.0931
H  -0.2297  -4.8389  0.4682
H  -0.9113  -6.3172  1.1593
H  0.3464  -4.0149  -3.8273
H  -1.1697  -4.3633  -4.3453
H  -0.0251  -5.1192  -5.3390
O  0.1650  -1.5765  -2.6844
C  -0.5348  -1.0851  -1.8178
O  -0.4005  -0.0430  -1.0818
C  0.8011  0.7062  -1.1667
C  0.9715  1.6160  0.0843
C  -1.7477  -1.9561  -1.4784
H  0.8342  1.2148  -1.9947
H  1.6071  0.0735  -1.3224
H  0.2249  2.4021  0.1991
H  1.9706  2.2308  -0.1404
H  1.2870  1.1458  1.0599
H  -1.4363  -3.0106  -1.3752
H  -2.4985  -1.9622  -2.1559
H  -2.1102  -1.8246  -0.4073
O  -2.4812  -2.8436  3.5361
C  -1.4877  -2.1869  3.7239
O  -0.8462  -2.3344  4.8786
C  -1.3989  -3.1692  5.9444
C  -0.7251  -2.8636  7.2393
C  -0.8473  -1.2347  2.7617
H  -1.1339  -4.2083  5.8160
H  -2.4314  -2.9302  6.2594
H  -0.9759  -1.8121  7.5050
H  0.3618  -2.7666  7.2045
H  -0.8559  -3.7155  7.7531
H  -1.4310  -1.3369  1.7943
H  0.2640  -1.4287  2.6132
H  -0.8906  -0.0325  3.0539

[2]
DFT (ωB97M-V/def2-TZVPD) results for the molecule C19H31N3O2S.

Values from the calculation:
- SMILES = CCCCN1CNC(=S)N(CCc2ccc(OCC)c(OCC)c2)C1
- HOMO energy (eV) = -7.903
- orbital gap (eV) = 8.621
- multiplicity = 1

Geometry (Å):
C  -0.3222  2.2401  2.6583
C  -0.7012  3.1929  1.5292
C  -0.7486  2.5278  0.1523
C  -1.8197  1.4456  0.0565
N  -1.7314  0.7038  -1.1896
C  -2.1842  1.4494  -2.3396
N  -2.1069  0.6149  -3.5128
C  -1.9339  -0.7267  -3.4833
S  -1.5792  -1.5257  -4.8879
N  -2.1214  -1.3471  -2.3036
C  -1.8241  -2.7538  -2.1532
C  -0.3098  -3.0389  -2.1374
C  0.4335  -2.0352  -1.3032
C  1.1549  -1.0230  -1.9032
C  1.8217  -0.0772  -1.1380
C  1.7612  -0.1210  0.2425
O  2.3739  0.7571  1.0884
C  3.2001  1.7636  0.5440
C  3.7608  2.5730  1.7030
C  1.0090  -1.1396  0.8691
O  0.9707  -1.0685  2.2327
C  0.3887  -2.1174  2.9726
C  1.2696  -3.3625  3.0313
C  0.3682  -2.0837  0.0883
C  -2.4412  -0.5537  -1.1419
H  0.5652  1.6678  2.4011
H  -1.1282  1.5425  2.8718
H  -0.1213  2.8027  3.5676
H  0.0342  3.9999  1.4865
H  -1.6724  3.6467  1.7436
H  -0.9316  3.2996  -0.5983
H  0.2112  2.0616  -0.0660
H  -2.8227  1.8896  0.1894
H  -1.6537  0.7268  0.8595
H  -1.5387  2.3218  -2.4771
H  -3.2321  1.8071  -2.2078
H  -1.9117  1.0502  -4.4004
H  -2.2917  -3.0897  -1.2261
H  -2.2769  -3.2901  -2.9920
H  0.0567  -2.9933  -3.1627
H  -0.1568  -4.0515  -1.7594
H  1.2097  -0.9673  -2.9796
H  2.3891  0.6925  -1.6368
H  4.0167  1.3103  -0.0357
H  2.6196  2.4171  -0.1238
H  4.4156  3.3542  1.3272
H  4.3223  1.9238  2.3689
H  2.9487  3.0250  2.2655
H  -0.6086  -2.3655  2.5844
H  0.2685  -1.7019  3.9774
H  0.7993  -4.1174  3.6557
H  1.4286  -3.7727  2.0370
H  2.2373  -3.1053  3.4540
H  -0.1964  -2.8818  0.5472
H  -2.1250  -1.0965  -0.2495
H  -3.5434  -0.4005  -1.0963

[3]
DFT (ωB97M-V/def2-TZVPD) results for the ion C2H3Cl2N2 with charge +1.

Values from the calculation:
- HOMO energy (spin up / spin down) (eV) = -11.005 / -14.366
- orbital gap (spin up / spin down) (eV) = 6.368 / 6.965
- multiplicity = 3
- net charge = +1

Geometry (Å):
C  -0.3783  -0.3321  -0.6422
C  0.2023  0.0845  0.3290
N  -0.7899  -0.9016  -1.7336
N  0.9241  0.6078  1.4628
Cl  -0.6947  0.1990  -3.1707
Cl  -2.3745  -1.5705  -1.4956
H  1.8577  0.3535  1.2563
H  0.7913  0.0435  2.4116
H  0.4619  1.5159  1.5825

[4]
DFT (ωB97M-V/def2-TZVPD) results for a structure of composition C54H45AsCl2IrNOP2.

Values from the calculation:
- HOMO energy (spin up / spin down) (eV) = -12.805 / -12.812
- orbital gap (spin up / spin down) (eV) = 5.630 / 5.663
- multiplicity = 1
- net charge = +2

Geometry (Å):
Ir  0.1037  -0.0187  0.0853
C  2.4164  -1.2265  3.2514
C  0.9847  -1.7436  3.1398
P  -0.1814  -0.3847  2.7533
C  -1.7906  -1.1293  3.1011
C  -1.9977  -2.5082  3.0379
C  -3.2543  -3.0316  3.3087
C  -4.3019  -2.1865  3.6533
C  -4.0969  -0.8130  3.7259
C  -2.8514  -0.2827  3.4314
C  0.0611  0.7030  4.1916
C  -0.2894  0.2037  5.4499
C  -0.0414  0.9665  6.5798
C  0.5381  2.2268  6.4613
C  0.8666  2.7291  5.2131
C  0.6295  1.9685  4.0744
C  3.0956  -1.0488  1.9121
P  2.3698  0.2061  0.8128
C  2.6560  1.8420  1.5033
C  3.7767  2.1370  2.2786
C  4.0683  3.4566  2.5909
C  3.2482  4.4816  2.1340
C  2.1009  4.1891  1.4056
C  1.8029  2.8721  1.0950
C  3.5579  0.0524  -0.5575
C  3.2640  -0.8773  -1.5500
C  4.1800  -1.1580  -2.5518
C  5.3979  -0.4908  -2.5699
C  5.6900  0.4532  -1.5948
C  4.7755  0.7267  -0.5866
H  2.9979  -1.9324  3.8449
H  2.4319  -0.2784  3.7972
H  0.6836  -2.1670  4.0982
H  0.8979  -2.5189  2.3732
H  -1.1826  -3.1774  2.7899
H  -3.4166  -4.1015  3.2563
H  -5.2776  -2.6040  3.8727
H  -4.9087  -0.1580  4.0158
H  -2.6846  0.7876  3.4932
H  -0.7556  -0.7692  5.5473
H  -0.3062  0.5744  7.5535
H  0.7279  2.8153  7.3514
H  1.3046  3.7154  5.1231
H  0.8799  2.3635  3.1006
H  3.0914  -1.9823  1.3441
H  4.1389  -0.7611  2.0393
H  4.4178  1.3453  2.6494
H  4.9436  3.6859  3.1858
H  3.4988  5.5110  2.3600
H  1.4454  4.9882  1.0818
H  0.8920  2.6334  0.5517
H  2.3041  -1.3790  -1.5261
H  3.9543  -1.8933  -3.3166
H  6.1204  -0.7070  -3.3485
H  6.6372  0.9777  -1.6180
H  5.0130  1.4715  0.1629
Cl  -3.8130  2.8909  1.1931
C  -3.8852  1.2271  0.7545
C  -5.1226  0.5954  0.5465
C  -5.1846  -0.7199  0.1984
Cl  -6.7159  -1.4863  -0.0338
C  -3.9931  -1.4545  0.0258
C  -3.9242  -2.8095  -0.3629
C  -2.7056  -3.4208  -0.4960
C  -1.5381  -2.6871  -0.2546
N  -1.5678  -1.4205  0.1024
C  -2.7716  -0.7869  0.2462
C  -2.7019  0.5531  0.6002
O  -1.5063  1.1256  0.7440
H  -6.0344  1.1663  0.6698
H  -4.8388  -3.3515  -0.5662
H  -2.6242  -4.4549  -0.8034
H  -0.5618  -3.1456  -0.3522
C  3.2261  1.9244  -4.6477
C  2.6687  2.5003  -3.5095
C  1.6525  1.8407  -2.8360
C  1.1873  0.6154  -3.3075
C  1.7473  0.0369  -4.4363
C  2.7681  0.6981  -5.1079
As  -0.3371  -0.1114  -2.3785
C  -1.7072  0.9971  -3.1733
C  -1.7237  1.0621  -4.5656
C  -2.6827  1.8339  -5.2002
C  -3.6098  2.5529  -4.4508
C  -3.5813  2.4951  -3.0665
C  -2.6301  1.7119  -2.4234
C  -0.6468  -1.8566  -3.1283
C  -1.8594  -2.1397  -3.7488
C  -2.0713  -3.3933  -4.3101
C  -1.0811  -4.3652  -4.2450
C  0.1135  -4.0977  -3.5852
C  0.3269  -2.8499  -3.0198
H  4.0101  2.4447  -5.1870
H  3.0210  3.4615  -3.1544
H  1.2031  2.2844  -1.9539
H  1.3841  -0.9170  -4.8009
H  3.2037  0.2583  -5.9979
H  -0.9981  0.5117  -5.1495
H  -2.7098  1.8725  -6.2822
H  -4.3518  3.1618  -4.9525
H  -4.2988  3.0574  -2.4800
H  -2.6093  1.6722  -1.3503
H  -2.6380  -1.3894  -3.7984
H  -3.0125  -3.6046  -4.8045
H  -1.2400  -5.3327  -4.7070
H  0.8820  -4.8577  -3.5154
H  1.2560  -2.6539  -2.5005

Values for total energy, Eh, ordered as above
-2153.50897; -1455.52080; -1107.31669; -6157.49711
Values for energy above the lowest of the compared OMol25 structures with the same formula, charge and spin, eV, ordered as above
10.589; 0.096; 0.648; 2.487